(w)
Entry from the Open Molecules 2025 dataset: C37H24AuCl5GeN2 as an isolated structure (ωB97M-V with the def2-TZVPD basis set).

Each line ends with the Löwdin charge.
Positions of all 70 atoms, in Å:
1 Cl 0.32 -1.08 2.69  0.166
2 C 2.65 -1.50 1.69  -0.116
3 C -2.49 3.48 2.54  -0.107
4 C -4.49 -1.03 -0.45  -0.254
5 C -5.90 -1.07 -0.52  -0.215
6 C -0.79 -3.93 0.33  -0.445
7 Cl 4.36 -1.84 3.77  0.679
8 H -0.85 3.75 3.88  0.096
9 C 5.05 2.53 0.91  -0.103
10 C 3.32 2.37 -0.74  -0.140
11 H -0.35 4.79 -3.74  0.095
12 C -1.96 2.38 0.47  -0.139
13 H 5.28 3.11 -1.14  0.099
14 C 4.95 -1.25 1.20  -0.713
15 C -2.89 2.99 1.30  -0.098
16 C 2.28 -1.22 0.40  -0.441
17 H -0.83 3.22 -5.59  0.094
18 C 3.28 -0.96 -0.52  -0.710
19 C -1.80 -3.71 1.32  -0.040
20 H -3.52 -6.61 1.07  0.091
21 C -3.89 -0.58 0.73  -0.034
22 H -1.73 -1.71 -2.26  0.092
23 H -3.21 3.95 3.19  0.092
24 C -0.43 1.48 -4.41  -0.096
25 C -2.32 -1.39 -1.41  -0.110
26 H 0.29 3.91 -1.52  0.104
27 H -3.92 3.08 0.99  0.100
28 H -4.50 -0.26 1.56  0.118
29 H -1.79 -2.78 1.86  0.056
30 C 3.94 -1.52 2.13  -0.711
31 Cl 6.61 -1.24 1.67  0.668
32 H -1.64 -7.14 -0.46  0.093
33 H -0.64 0.79 -5.22  0.097
34 Au 0.29 -1.16 0.08  0.892
35 C -1.17 3.36 2.93  -0.098
36 H 0.01 -0.07 -3.00  0.066
37 H 2.98 2.50 -1.76  0.089
38 C -0.54 2.84 -4.62  -0.107
39 C 0.19 1.87 -2.11  -0.315
40 H 4.53 1.83 2.87  0.105
41 C 2.91 1.63 1.49  -0.146
42 C -0.27 3.72 -3.58  -0.098
43 C -0.07 1.00 -3.16  -0.145
44 H -2.06 -0.21 1.74  0.065
45 H 6.07 2.79 1.18  0.098
46 C -0.26 2.72 2.11  -0.115
47 C 4.62 -0.98 -0.12  -0.696
48 N 0.09 -3.07 -0.06  -0.058
49 N -7.04 -1.10 -0.55  0.134
50 C -2.75 -4.67 1.57  -0.094
51 C -2.74 -5.89 0.91  -0.103
52 C 0.09 3.23 -2.34  -0.122
53 C -0.64 2.23 0.87  -0.302
54 C -3.70 -1.42 -1.52  -0.033
55 H 0.04 -5.40 -0.98  0.097
56 C 4.20 1.98 1.85  -0.090
57 H -3.52 -4.47 2.31  0.100
58 C -1.71 -6.17 0.02  -0.114
59 H -2.27 2.03 -0.50  0.104
60 C -2.51 -0.55 0.82  -0.172
61 H -4.16 -1.75 -2.44  0.113
62 C 4.61 2.71 -0.39  -0.106
63 C -0.75 -5.23 -0.27  -0.036
64 Cl 5.85 -0.62 -1.27  0.684
65 C 2.45 1.83 0.20  -0.308
66 Cl 2.87 -0.52 -2.12  0.744
67 H 2.27 1.14 2.21  0.074
68 C -1.70 -0.98 -0.23  -0.349
69 H 0.77 2.62 2.43  0.076
70 Ge 0.62 1.21 -0.28  0.896

- Frontier orbital gap (spin up / spin down): 5.22 / 4.66 eV
- Multiplicity: 2
- Total charge: -1
- Highest occupied orbital energy (spin up / spin down): -4.87 / -4.62 eV

---

(x)
Entry from the Open Molecules 2025 dataset: C37H24AuCl5GeN2 as an isolated structure (ωB97M-V with the def2-TZVPD basis set).

Each line ends with the Löwdin charge.
Positions of all 70 atoms, in Å:
1 H -3.66 -4.85 -3.64  0.094
2 H 2.77 0.03 -0.48  0.044
3 H -4.69 -3.70 2.26  0.098
4 C -3.72 -2.75 -4.10  -0.111
5 H -0.98 5.13 -0.68  0.110
6 C -2.95 -3.19 1.11  -0.117
7 C -1.86 0.16 2.23  -0.697
8 C -0.45 3.07 -0.43  -0.121
9 C 0.83 -3.51 -0.94  -0.294
10 H -0.95 -3.92 4.32  0.103
11 H -4.42 -2.87 -4.92  0.092
12 H -1.37 2.72 -0.88  0.081
13 H 5.65 -0.08 -3.65  0.091
14 C 1.89 4.00 0.71  -0.047
15 C -2.35 -1.34 -2.71  -0.123
16 H 2.41 1.96 0.99  0.066
17 H 2.63 -6.17 0.17  0.094
18 C 3.01 0.03 -1.54  -0.052
19 Cl 1.30 -0.97 5.19  0.659
20 H 3.90 -5.69 -1.90  0.092
21 Cl -1.64 -0.51 6.16  0.655
22 Au 0.06 0.08 -0.20  0.937
23 C 3.58 -0.03 -4.26  -0.109
24 C 1.18 6.32 0.35  -0.204
25 Cl -3.08 0.53 1.04  0.666
26 H 0.69 -4.80 0.78  0.081
27 C 0.49 2.14 0.02  -0.250
28 C 2.33 -5.35 -0.47  -0.102
29 C -2.22 0.02 3.56  -0.704
30 C -1.23 -0.31 4.49  -0.713
31 H -3.57 -0.63 -4.32  0.096
32 C -0.24 4.43 -0.33  -0.050
33 C -2.41 -3.71 -2.33  -0.122
34 C 2.64 -4.05 -2.46  -0.090
35 H 1.24 -2.46 -2.77  0.082
36 C 3.04 -5.09 -1.64  -0.109
37 Ge -0.65 -2.28 -0.49  0.921
38 H 2.81 4.37 1.16  0.111
39 C -1.57 -3.03 1.09  -0.301
40 H -3.41 -4.17 4.32  0.097
41 H 0.21 -3.20 2.29  0.086
42 C -3.61 -3.60 2.26  -0.094
43 N 0.63 0.02 -2.15  -0.064
44 C 4.62 -0.05 -3.32  -0.105
45 H -1.97 -0.36 -2.47  0.065
46 C -3.30 -3.86 -3.38  -0.103
47 C -2.90 -3.86 3.42  -0.100
48 H 1.45 0.03 -4.56  0.102
49 C 1.66 2.64 0.60  -0.123
50 H 5.12 -0.03 -1.23  0.098
51 Cl -3.86 0.21 4.07  0.665
52 C 1.54 -3.27 -2.12  -0.116
53 H -2.08 -4.58 -1.78  0.103
54 C 4.32 -0.01 -1.96  -0.096
55 C 1.24 -4.57 -0.13  -0.112
56 C -0.87 -3.31 2.26  -0.141
57 C 1.92 0.04 -2.46  -0.468
58 C -1.52 -3.72 3.42  -0.091
59 H -3.53 -2.97 0.22  0.093
60 C 2.27 0.02 -3.85  -0.047
61 C -0.57 0.00 1.77  -0.397
62 N 1.36 7.45 0.43  0.126
63 C 0.08 -0.49 4.06  -0.717
64 C -3.25 -1.49 -3.76  -0.097
65 Cl 1.99 -0.73 2.18  0.689
66 C 0.94 4.90 0.24  -0.260
67 H 3.18 -3.83 -3.37  0.098
68 C 0.39 -0.35 2.72  -0.719
69 H 3.81 -0.06 -5.32  0.093
70 C -1.92 -2.45 -1.97  -0.318

- Frontier orbital gap (spin up / spin down): 7.17 / 7.11 eV
- Multiplicity: 2
- Total charge: -1
- Highest occupied orbital energy (spin up / spin down): -4.87 / -5.38 eV

---

What should be chosen as the least stable of them? Choose (w).

---

(w)
Entry from the Open Molecules 2025 dataset: the molecule C11H10N2 (ωB97M-V with the def2-TZVPD basis set).

Each line ends with the Löwdin charge.
Positions of all 23 atoms, in Å:
1 H -1.55 2.78 -0.08  0.048
2 C 0.93 -1.08 -0.49  -0.036
3 C -0.62 2.30 -0.21  0.106
4 C 1.75 0.88 0.45  -0.028
5 H -3.08 1.30 -1.02  0.116
6 H 1.59 1.83 0.89  0.089
7 H -4.61 -1.00 -0.57  0.118
8 C -0.55 0.96 0.03  -0.245
9 C 2.23 -1.58 -0.47  -0.113
10 C -1.85 -1.01 0.88  -0.137
11 H 0.08 -1.83 -0.74  0.141
12 C 3.12 0.37 0.52  -0.043
13 C 0.63 0.16 0.08  -0.214
14 C -3.62 -0.65 -0.20  -0.201
15 N -2.99 -1.56 0.55  0.056
16 H 2.33 -2.66 -0.79  0.121
17 H 4.37 -1.38 -0.15  0.133
18 H -1.00 -1.62 1.23  0.133
19 C -2.92 0.44 -0.41  -0.085
20 H 3.93 1.06 0.82  0.110
21 N -1.74 0.22 0.21  -0.029
22 C 3.34 -0.86 -0.08  -0.113
23 H 0.23 2.93 -0.45  0.072

- Frontier orbital gap: 9.00 eV
- Multiplicity: 1
- Total charge: 0
- SMILES string: C=C(c1ccccc1)n1ccnc1
- Highest occupied orbital energy: -8.78 eV

---

(x)
Entry from the Open Molecules 2025 dataset: the molecule C11H10N2 (ωB97M-V with the def2-TZVPD basis set).

Each line ends with the Löwdin charge.
Positions of all 23 atoms, in Å:
1 H -2.22 1.95 -1.16  0.116
2 C 0.10 -0.02 0.00  -0.238
3 H 3.80 0.07 3.81  0.103
4 C 1.96 0.96 3.13  -0.068
5 H 0.11 1.57 2.18  0.109
6 N -0.67 1.06 -0.14  0.114
7 H -3.59 -0.81 -2.96  0.079
8 H 0.53 -2.05 -0.66  0.108
9 C -1.85 -0.01 -1.96  -0.259
10 C 2.23 -0.82 1.11  -0.106
11 C 3.02 0.07 3.05  -0.154
12 C -1.61 1.05 -1.08  -0.099
13 C -1.06 -1.15 -1.79  -0.027
14 H -1.24 -2.02 -2.42  0.121
15 C -2.92 0.05 -3.01  -0.055
16 N 3.16 -0.82 2.06  0.059
17 H -2.47 0.10 -4.01  0.086
18 H 1.88 1.63 3.99  0.105
19 H 2.39 -1.53 0.30  0.103
20 C 1.11 0.01 1.09  -0.142
21 C -0.08 -1.16 -0.81  -0.012
22 C 0.98 0.91 2.15  -0.018
23 H -3.55 0.94 -2.88  0.073

- Frontier orbital gap: 9.22 eV
- Multiplicity: 1
- Total charge: 0
- SMILES string: Cc1ccc(-c2cccnc2)nc1
- Highest occupied orbital energy: -8.76 eV

---

What should be chosen as the least stable of them? Choose (w).